[1]
Molecular formula: C9H32N12O7
Method: DFT, ωB97M-V/def2-TZVPD

```
60
Properties=species:S:1:pos:R:3:mulliken_charge:R:1
N 1.81 -2.01 1.43 -0.259
C 0.86 -1.93 2.42 0.709
N 1.02 -2.77 3.48 -0.489
O -0.03 -1.07 2.37 -0.612
H 1.60 -1.42 0.64 -0.104
H 2.25 -2.90 1.33 0.303
H 1.92 -3.19 3.63 0.177
H 0.32 -2.71 4.19 0.248
N 5.21 -1.47 -1.11 -0.302
C 5.73 -0.32 -1.61 0.438
N 4.79 0.67 -1.74 -0.294
O 6.91 -0.17 -1.89 -0.688
H 4.27 -1.51 -0.78 0.202
H 5.85 -2.21 -0.86 0.195
H 5.15 1.56 -2.01 0.171
H 3.82 0.47 -1.54 0.345
N 0.47 1.08 0.52 0.061
C 1.31 1.18 -0.52 0.610
N 1.10 2.24 -1.36 -0.305
O 2.09 0.27 -0.82 -0.619
H 0.63 0.37 1.22 -0.037
H -0.34 1.68 0.60 0.035
H 0.37 2.88 -1.10 0.104
H 1.77 2.40 -2.08 0.217
N -3.10 2.55 2.15 -0.250
C -4.26 3.18 2.52 0.492
N -5.11 2.52 3.38 -0.465
O -4.51 4.31 2.13 -0.650
H -2.98 1.58 2.38 0.130
H -2.54 3.05 1.47 0.133
H -5.21 1.52 3.41 0.230
H -5.93 3.12 3.38 0.270
N -0.45 4.47 1.65 -0.323
C -0.86 4.37 0.35 0.865
N -0.52 5.50 -0.35 -0.473
O -1.53 3.44 -0.09 -0.693
H 0.18 5.19 1.94 0.163
H -0.73 3.85 2.39 0.192
H 0.10 6.18 0.04 0.136
H -0.89 5.56 -1.28 0.237
N 0.56 -3.75 -3.48 -0.458
C 0.97 -2.76 -2.63 0.634
N 1.07 -1.51 -3.18 -0.360
O 1.09 -2.89 -1.42 -0.551
H 0.14 -4.55 -3.03 0.237
H 0.61 -3.59 -4.46 0.151
H 1.23 -0.79 -2.49 0.140
H 0.90 -1.39 -4.16 0.159
C -1.90 -1.21 -0.64 -0.878
C -2.41 -2.61 -0.75 0.504
C -1.83 -3.63 0.24 -1.224
O -3.85 -2.53 -0.50 -0.584
H -2.46 -0.50 -1.26 0.402
H -0.87 -1.13 -1.01 -0.003
H -1.90 -0.73 0.34 0.173
H -2.37 -3.05 -1.75 0.360
H -0.79 -3.55 0.55 0.114
H -1.96 -4.62 -0.20 0.323
H -2.49 -3.62 1.11 0.433
H -4.30 -3.07 -1.15 0.326
```

Computed properties:
2S+1: 1
Relative energy (zero: lowest compared OMol25 entry of this formula, charge and spin) in kcal per mole: 16.0
Orbital gap in Eh: 0.351
E_HOMO in eV: -9.21



[2]
Molecular formula: C32H18Cl9N6O3STa
Method: DFT, ωB97M-V/def2-TZVPD

```
70
Properties=species:S:1:pos:R:3:mulliken_charge:R:1
Ta 0.54 -0.35 -0.05 0.939
N 1.10 -3.72 1.07 -0.155
C 1.25 -3.59 -0.24 0.551
N 1.48 -4.71 -0.90 -0.718
C 1.79 -4.61 -2.19 0.319
N 1.95 -5.71 -2.90 -0.307
N 1.98 -3.42 -2.84 -0.732
C 1.73 -2.37 -2.13 0.067
N 1.27 -2.33 -0.84 0.191
C 2.01 -1.06 -2.76 1.011
C 2.65 -0.99 -3.98 -0.716
C 2.99 0.26 -4.47 -0.632
C 2.67 1.38 -3.72 -1.134
C 2.00 1.23 -2.52 -0.322
N 1.67 0.02 -2.04 0.195
H 1.10 -4.67 1.42 0.302
H 0.78 -2.98 1.67 0.070
H 1.82 -6.61 -2.46 0.268
H 2.19 -5.65 -3.87 0.251
H 2.88 -1.90 -4.51 0.601
H 3.50 0.36 -5.42 0.476
H 2.93 2.38 -4.06 0.546
H 1.72 2.08 -1.93 0.563
Cl 3.63 -0.35 0.42 -0.155
C 2.85 0.37 1.82 0.823
C 1.47 0.32 1.80 -1.689
C 0.80 0.94 2.85 1.211
Cl -0.94 0.99 2.80 -0.034
C 1.48 1.56 3.88 -0.295
Cl 0.62 2.34 5.13 -0.107
C 2.88 1.57 3.87 0.695
Cl 3.74 2.34 5.12 -0.130
C 3.58 0.97 2.82 -0.129
Cl 5.29 0.98 2.76 -0.152
Cl -5.16 -3.23 2.29 -0.156
C -4.06 -2.33 1.34 0.632
C -4.52 -1.56 0.25 0.416
Cl -6.18 -1.52 -0.13 -0.150
C -3.63 -0.82 -0.52 0.267
Cl -4.11 0.15 -1.85 -0.164
C -2.29 -0.87 -0.19 -0.114
O -1.28 -0.21 -0.83 -0.619
C -1.85 -1.62 0.87 -0.612
O -0.50 -1.50 1.05 0.569
C -2.70 -2.36 1.66 -0.142
Cl -2.07 -3.24 2.98 -0.182
O 0.42 1.64 -0.37 -0.077
S -0.74 2.68 -0.03 0.566
C -0.90 3.53 -1.57 0.681
C -1.37 2.76 -2.63 -0.013
C -1.57 3.39 -3.85 -0.891
C -1.32 4.75 -3.99 -0.625
C -0.87 5.50 -2.91 -0.800
C -0.65 4.89 -1.68 -0.442
C 0.07 3.81 1.04 0.570
C -0.76 4.55 1.88 -0.606
C -0.17 5.43 2.78 -0.825
C 1.21 5.53 2.85 -0.577
C 2.02 4.77 2.02 -0.757
C 1.46 3.90 1.10 -0.097
H -1.60 1.71 -2.50 0.268
H -1.93 2.81 -4.69 0.500
H -1.49 5.23 -4.94 0.435
H -0.68 6.56 -3.03 0.435
H -0.29 5.47 -0.85 0.499
H -1.83 4.44 1.84 0.530
H -0.80 6.02 3.43 0.459
H 1.66 6.21 3.56 0.439
H 3.10 4.85 2.09 0.495
H 2.08 3.29 0.46 0.422
```

Computed properties:
Net charge: +2
2S+1: 1
Relative energy (zero: lowest compared OMol25 entry of this formula, charge and spin) in kcal per mole: 10.3
Orbital gap in Eh: 0.250
E_HOMO in eV: -13.36



[3]
Molecular formula: C20H69O18S
Method: DFT, ωB97M-V/def2-TZVPD

```
108
Properties=species:S:1:pos:R:3:mulliken_charge:R:1
C -2.16 3.64 -1.58 -1.784
C -1.05 2.62 -1.32 0.740
C 0.28 2.97 -1.99 -1.189
C -1.49 1.18 -1.59 0.855
C -0.68 0.23 -0.68 -1.227
C -1.32 0.79 -3.04 -1.429
O -2.20 -0.30 -3.35 -0.303
S -2.14 -0.71 -4.90 1.149
O -2.87 0.29 -5.66 -0.741
O -2.72 -2.04 -5.01 -0.541
O -0.73 -0.73 -5.30 -0.751
H -1.74 4.63 -1.59 0.441
H -2.88 3.58 -0.77 0.430
H -2.67 3.43 -2.52 0.312
H -0.86 2.66 -0.24 0.159
H 1.09 2.58 -1.39 0.134
H 0.40 4.04 -2.00 0.427
H 0.37 2.64 -3.02 0.234
H -2.54 1.06 -1.31 0.430
H -0.80 -0.81 -0.97 0.537
H -1.01 0.40 0.34 0.142
H 0.35 0.56 -0.72 0.103
H -0.29 0.51 -3.22 0.404
H -1.56 1.63 -3.68 0.526
C 0.40 0.59 3.70 -0.368
O -0.39 0.83 2.53 -0.472
H 1.39 0.98 3.50 0.058
H -0.02 1.10 4.56 0.242
H 0.46 -0.48 3.90 0.298
H -1.27 0.48 2.71 0.222
C -2.85 0.66 6.40 -0.766
O -1.74 -0.03 5.83 -0.295
H -3.65 0.67 5.66 0.290
H -3.20 0.15 7.30 0.256
H -2.57 1.69 6.65 0.291
H -1.04 -0.03 6.50 0.274
C 0.90 1.73 8.31 -0.225
O -0.30 0.95 8.18 -0.478
H 1.30 1.92 7.32 -0.034
H 0.68 2.69 8.79 0.266
H 1.65 1.19 8.90 0.251
H -0.64 0.80 9.06 0.244
C 3.18 0.49 -3.39 -0.653
O 3.20 1.59 -2.47 -0.368
H 2.63 0.81 -4.27 0.237
H 4.20 0.21 -3.68 0.329
H 2.68 -0.37 -2.95 0.252
H 3.68 1.31 -1.69 0.181
C -3.22 -3.05 4.76 -0.570
O -2.18 -2.44 4.02 -0.480
H -3.67 -3.81 4.13 0.258
H -2.83 -3.52 5.67 0.230
H -3.99 -2.32 5.04 0.225
H -1.78 -1.76 4.58 0.320
C 3.74 1.56 5.07 -0.265
O 2.53 2.20 5.47 -0.480
H 3.64 0.50 5.28 0.242
H 3.90 1.68 3.99 0.047
H 4.59 1.96 5.62 0.165
H 2.62 3.14 5.27 0.245
C -3.56 -5.60 -3.59 -0.380
O -4.27 -4.89 -4.58 -0.540
H -3.92 -6.63 -3.58 0.064
H -2.49 -5.60 -3.79 0.221
H -3.74 -5.16 -2.60 0.268
H -3.94 -3.98 -4.57 0.362
C 1.61 5.40 -5.24 -0.624
O 1.69 4.82 -3.94 -0.361
H 0.56 5.63 -5.42 0.230
H 2.19 6.32 -5.30 0.243
H 1.96 4.70 -6.01 0.274
H 2.61 4.60 -3.77 0.230
C -4.68 -8.21 -0.79 -0.471
O -3.44 -8.58 -1.39 -0.496
H -4.50 -7.99 0.26 0.210
H -5.09 -7.31 -1.27 0.227
H -5.40 -9.03 -0.87 0.242
H -3.62 -8.76 -2.32 0.298
C 3.20 -0.96 0.68 -0.795
O 2.57 0.19 1.24 -0.146
H 4.16 -0.64 0.29 0.269
H 3.36 -1.73 1.43 0.264
H 2.60 -1.37 -0.14 0.269
H 1.71 -0.08 1.58 0.095
C 3.55 3.14 1.14 -0.079
O 3.26 4.54 1.07 -0.569
H 2.64 2.62 1.40 -0.083
H 3.89 2.77 0.17 0.099
H 4.31 2.94 1.90 0.334
H 4.07 4.99 0.83 0.284
C -2.75 -0.55 -8.88 -0.248
O -3.59 -0.58 -10.05 -0.567
H -1.77 -0.20 -9.19 0.247
H -3.15 0.13 -8.12 0.219
H -2.66 -1.55 -8.45 0.058
H -4.45 -0.88 -9.76 0.299
C 7.12 3.39 7.58 -0.555
O 5.92 2.64 7.50 -0.446
H 7.48 3.54 6.56 0.226
H 6.95 4.37 8.04 0.262
H 7.89 2.86 8.15 0.254
H 5.59 2.50 8.39 0.263
C -0.88 -4.75 -6.62 -0.419
O -1.29 -6.11 -6.43 -0.557
H 0.07 -4.75 -7.16 0.292
H -1.63 -4.21 -7.21 0.183
H -0.76 -4.25 -5.66 0.197
H -2.13 -6.06 -5.96 0.325
```

Computed properties:
Net charge: -1
2S+1: 1
Orbital gap in Eh: 0.244
E_HOMO in eV: -5.28



Repeat the first record exactly.
Molecular formula: C9H32N12O7
Method: DFT, ωB97M-V/def2-TZVPD

```
60
Properties=species:S:1:pos:R:3:mulliken_charge:R:1
N 1.81 -2.01 1.43 -0.259
C 0.86 -1.93 2.42 0.709
N 1.02 -2.77 3.48 -0.489
O -0.03 -1.07 2.37 -0.612
H 1.60 -1.42 0.64 -0.104
H 2.25 -2.90 1.33 0.303
H 1.92 -3.19 3.63 0.177
H 0.32 -2.71 4.19 0.248
N 5.21 -1.47 -1.11 -0.302
C 5.73 -0.32 -1.61 0.438
N 4.79 0.67 -1.74 -0.294
O 6.91 -0.17 -1.89 -0.688
H 4.27 -1.51 -0.78 0.202
H 5.85 -2.21 -0.86 0.195
H 5.15 1.56 -2.01 0.171
H 3.82 0.47 -1.54 0.345
N 0.47 1.08 0.52 0.061
C 1.31 1.18 -0.52 0.610
N 1.10 2.24 -1.36 -0.305
O 2.09 0.27 -0.82 -0.619
H 0.63 0.37 1.22 -0.037
H -0.34 1.68 0.60 0.035
H 0.37 2.88 -1.10 0.104
H 1.77 2.40 -2.08 0.217
N -3.10 2.55 2.15 -0.250
C -4.26 3.18 2.52 0.492
N -5.11 2.52 3.38 -0.465
O -4.51 4.31 2.13 -0.650
H -2.98 1.58 2.38 0.130
H -2.54 3.05 1.47 0.133
H -5.21 1.52 3.41 0.230
H -5.93 3.12 3.38 0.270
N -0.45 4.47 1.65 -0.323
C -0.86 4.37 0.35 0.865
N -0.52 5.50 -0.35 -0.473
O -1.53 3.44 -0.09 -0.693
H 0.18 5.19 1.94 0.163
H -0.73 3.85 2.39 0.192
H 0.10 6.18 0.04 0.136
H -0.89 5.56 -1.28 0.237
N 0.56 -3.75 -3.48 -0.458
C 0.97 -2.76 -2.63 0.634
N 1.07 -1.51 -3.18 -0.360
O 1.09 -2.89 -1.42 -0.551
H 0.14 -4.55 -3.03 0.237
H 0.61 -3.59 -4.46 0.151
H 1.23 -0.79 -2.49 0.140
H 0.90 -1.39 -4.16 0.159
C -1.90 -1.21 -0.64 -0.878
C -2.41 -2.61 -0.75 0.504
C -1.83 -3.63 0.24 -1.224
O -3.85 -2.53 -0.50 -0.584
H -2.46 -0.50 -1.26 0.402
H -0.87 -1.13 -1.01 -0.003
H -1.90 -0.73 0.34 0.173
H -2.37 -3.05 -1.75 0.360
H -0.79 -3.55 0.55 0.114
H -1.96 -4.62 -0.20 0.323
H -2.49 -3.62 1.11 0.433
H -4.30 -3.07 -1.15 0.326
```

Computed properties:
2S+1: 1
Relative energy (zero: lowest compared OMol25 entry of this formula, charge and spin) in kcal per mole: 16.0
Orbital gap in Eh: 0.351
E_HOMO in eV: -9.21



Question: The highest orbital gap belongs to which entry?
Answer: C9H32N12O7



Question: Look up the orbital gap of the third one.
Answer: 0.244 Eh